Entry 1:
Density functional theory data (ωB97M-V/def2-TZVPD) for a molecular structure, C40H56F4N4O2SbSn.

XYZ file:
```
108
Properties=species:S:1:pos:R:3:forces:R:3
Sn 0.217 1.082 -1.137 0.366 -0.059 -0.102
O 0.859 3.289 -1.087 -0.006 -0.095 0.093
C 0.961 4.229 -0.210 -0.063 0.027 0.242
C 2.093 5.094 -0.250 -0.072 -0.066 -0.065
C 2.234 6.156 0.608 -0.129 0.019 0.079
C 1.250 6.438 1.568 0.122 0.072 -0.009
C 0.162 5.603 1.657 -0.067 -0.136 -0.025
C -0.003 4.485 0.821 0.277 0.028 -0.207
C -1.146 3.631 1.092 -0.185 -0.257 0.042
N -1.359 2.461 0.633 0.052 0.215 0.128
C -2.544 1.739 1.050 0.060 0.052 -0.176
C -3.376 1.356 -0.175 0.071 -0.066 -0.102
N -2.656 0.400 -0.987 0.059 -0.083 -0.155
C -3.234 -0.656 -1.397 -0.052 0.436 -0.017
C -2.652 -1.680 -2.254 0.140 -0.194 -0.191
C -3.549 -2.491 -2.967 0.043 0.199 0.073
C -3.133 -3.463 -3.849 0.053 -0.114 -0.090
C -1.754 -3.652 -4.031 -0.120 0.068 0.066
C -0.843 -2.908 -3.321 -0.005 0.063 -0.023
C -1.236 -1.908 -2.375 0.044 -0.067 0.490
O -0.357 -1.328 -1.639 -0.174 -0.201 -0.584
H 2.850 4.866 -0.994 -0.042 0.022 0.037
H 3.116 6.784 0.547 -0.011 -0.022 -0.023
H 1.356 7.283 2.238 -0.002 -0.029 -0.022
H -0.596 5.790 2.414 0.020 -0.020 -0.033
H -1.869 4.054 1.808 -0.004 0.054 0.046
H -3.168 2.316 1.748 0.038 0.061 0.045
H -2.226 0.816 1.545 -0.026 0.161 -0.008
H -3.517 2.266 -0.770 -0.089 -0.019 0.001
H -4.367 0.992 0.137 -0.039 -0.058 0.012
H -4.299 -0.812 -1.154 -0.057 -0.060 0.026
H -4.615 -2.320 -2.826 0.049 -0.020 0.035
H -3.854 -4.071 -4.382 0.030 0.034 -0.012
H -1.405 -4.404 -4.733 0.008 0.012 0.032
H 0.225 -3.062 -3.444 -0.043 -0.040 0.026
C -1.646 1.106 -4.504 0.168 -0.040 0.009
C -0.237 0.521 -4.588 -0.206 0.035 0.014
N 0.784 1.134 -3.722 0.121 0.017 -0.137
C 1.232 2.453 -4.195 -0.084 0.201 0.190
C 0.230 3.598 -4.038 -0.086 -0.227 -0.086
C 1.924 0.191 -3.671 0.066 -0.097 -0.079
C 3.079 0.629 -2.795 0.009 0.047 0.100
N 2.618 0.824 -1.441 -0.386 -0.010 0.161
C 3.461 1.264 -0.505 0.203 0.198 0.184
C 2.978 1.465 0.817 0.031 -0.013 -0.168
F 1.661 1.200 1.043 -0.002 -0.002 0.183
C 3.731 1.910 1.868 0.115 0.027 -0.004
F 3.146 2.055 3.069 -0.119 0.022 0.134
C 5.074 2.214 1.731 0.018 -0.020 -0.028
C 5.589 2.044 0.462 -0.131 0.025 0.170
F 6.887 2.331 0.252 0.189 0.017 -0.086
C 4.843 1.602 -0.609 -0.224 -0.078 -0.012
F 5.501 1.505 -1.792 -0.026 -0.082 -0.184
H -2.358 0.365 -4.874 0.022 -0.001 0.042
H -1.897 1.326 -3.468 -0.113 -0.003 0.095
H -1.766 2.010 -5.097 -0.009 0.009 0.030
H -0.301 -0.527 -4.298 0.051 0.005 -0.016
H 0.109 0.546 -5.634 0.082 -0.020 0.004
H 2.095 2.721 -3.589 -0.019 0.009 -0.041
H 1.563 2.373 -5.243 0.050 -0.034 -0.021
H -0.249 3.535 -3.061 0.021 0.109 -0.095
H 0.770 4.545 -4.082 -0.003 -0.014 0.035
H -0.530 3.614 -4.817 0.024 -0.018 -0.013
H 1.539 -0.756 -3.282 -0.049 0.059 -0.025
H 2.317 0.014 -4.686 -0.102 0.012 -0.054
H 3.843 -0.156 -2.859 0.004 -0.026 -0.045
H 3.532 1.533 -3.210 0.164 -0.003 -0.035
H 5.677 2.557 2.556 -0.028 0.011 -0.020
C -0.398 -1.933 5.059 0.041 0.037 -0.039
C -0.033 -1.044 3.871 -0.106 -0.145 -0.281
C -0.760 0.299 3.984 0.078 -0.003 0.016
C 1.473 -0.776 3.875 -0.017 0.018 -0.049
Sb -0.536 -1.765 1.795 -0.067 -0.158 0.391
C -2.556 -2.726 2.071 0.307 0.056 -0.032
C -2.834 -3.605 0.850 0.032 0.082 -0.020
C -3.534 -1.551 2.051 0.009 -0.015 -0.012
C -2.749 -3.547 3.341 -0.016 0.011 -0.065
C 0.879 -3.478 1.573 -0.170 0.239 0.043
C 1.153 -4.259 2.852 0.049 0.023 -0.047
C 2.156 -2.803 1.058 -0.034 0.030 -0.016
C 0.363 -4.424 0.490 0.025 0.051 -0.014
H 0.123 -1.573 5.958 -0.032 0.008 -0.029
H -0.112 -2.976 4.905 -0.031 0.069 0.068
H -1.467 -1.899 5.271 0.064 -0.007 0.016
H -0.483 0.801 4.922 -0.010 -0.020 -0.028
H -1.847 0.174 3.982 0.052 0.029 0.020
H -0.490 0.965 3.158 -0.004 0.003 0.074
H 1.746 -0.196 4.767 -0.031 -0.023 -0.032
H 1.777 -0.192 3.003 0.030 -0.034 0.079
H 2.055 -1.701 3.892 -0.030 0.119 0.020
H -2.535 -3.125 -0.088 -0.047 -0.077 0.066
H -3.911 -3.816 0.787 0.029 0.024 0.016
H -2.318 -4.563 0.920 -0.067 0.041 -0.020
H -3.445 -0.987 1.117 -0.054 -0.123 0.196
H -3.363 -0.861 2.883 -0.064 -0.037 -0.033
H -4.567 -1.919 2.126 0.039 -0.001 0.005
H -1.960 -4.293 3.468 -0.060 0.008 0.018
H -3.709 -4.083 3.292 0.025 0.031 -0.001
H -2.770 -2.916 4.229 -0.023 -0.088 -0.044
H 1.595 -3.630 3.627 -0.037 -0.122 -0.037
H 1.859 -5.075 2.643 -0.016 0.027 0.005
H 0.240 -4.708 3.253 0.056 -0.003 -0.001
H 2.585 -2.112 1.790 -0.014 -0.066 -0.094
H 1.951 -2.238 0.142 0.069 -0.048 0.039
H 2.915 -3.564 0.829 -0.039 0.025 0.019
H -0.427 -5.077 0.865 0.070 0.014 -0.018
H 1.186 -5.066 0.147 -0.024 0.020 0.028
H -0.017 -3.880 -0.378 0.022 -0.027 -0.038
```
Forces are in eV/Å.

## Properties
Total energy   -2781.3403 a.u.
Energy relative to the best compared isomer or geometry (same formula, charge and spin)   5.5 kJ/mol
Total charge   -1
Highest occupied orbital energy   -4.3423 eV
HOMO-LUMO gap   6.95 eV

---

Entry 2:
Density functional theory data (ωB97M-V/def2-TZVPD) for a single C2H7N5O molecule.

XYZ file:
```
15
Properties=species:S:1:pos:R:3:forces:R:3
N 1.212 -1.073 -0.026 0.263 -0.520 0.803
C 0.554 -0.206 0.801 1.743 -0.043 -1.074
C -0.538 0.485 0.092 -0.638 0.172 -1.410
N 2.492 -1.563 0.285 -0.037 -0.064 0.384
N -1.917 0.432 -1.744 0.044 0.587 -0.038
N -1.172 1.506 0.772 -0.259 -0.112 -0.087
N -0.732 0.111 -1.134 -0.547 -0.579 1.357
O 0.951 0.114 1.913 -0.276 -0.129 -0.087
H 0.817 -1.415 -0.891 0.005 0.571 0.204
H 2.413 -2.387 0.886 -0.038 0.278 -0.053
H 2.954 -0.843 0.843 -0.109 -0.214 -0.154
H -2.283 1.352 -1.508 0.077 0.087 -0.101
H -1.829 0.309 -2.744 0.001 0.109 0.145
H -0.740 1.692 1.669 -0.184 -0.194 0.034
H -2.180 1.485 0.788 -0.045 0.050 0.078
```
Forces are in eV/Å.

## Properties
Total energy   -429.3913 a.u.
Energy relative to the best compared isomer or geometry (same formula, charge and spin)   84.4 kJ/mol
Highest occupied orbital energy   -8.4978 eV
HOMO-LUMO gap   9.35 eV
SMILES   N/N=C(\N)C(=O)NN

---

Entry 3:
Density functional theory data (ωB97M-V/def2-TZVPD) for 11 unconnected molecules or ions with the total composition H22O11.

XYZ file:
```
33
Properties=species:S:1:pos:R:3:forces:R:3
H -0.188 0.385 -0.311 -0.090 -0.147 0.038
H -1.111 1.479 0.200 -0.189 -0.154 0.373
H -0.249 -1.884 -1.454 -0.039 0.182 -0.067
H 0.554 -0.903 -2.293 0.108 0.082 0.040
H 4.616 -1.969 -1.290 0.057 -0.010 0.133
H 3.148 -2.139 -0.934 0.163 0.072 0.393
H -1.263 -4.360 1.970 0.207 -0.076 0.113
H -0.735 -3.981 0.596 0.017 -0.170 0.231
H -0.940 4.574 -1.223 0.090 0.060 0.025
H -0.135 3.289 -1.323 0.101 0.048 0.054
H -0.857 -1.731 0.438 -0.382 0.248 0.444
H -1.985 -2.363 -0.361 -0.099 0.002 0.120
H -3.792 -1.482 -0.264 -0.137 -0.171 0.139
H -4.973 -0.586 0.073 0.190 0.166 -0.068
H 4.721 1.399 -1.308 0.083 0.032 0.109
H 3.942 1.187 -0.020 0.047 -0.176 0.125
H 2.571 -1.338 2.021 0.049 -0.013 -0.080
H 1.499 -1.282 0.945 0.007 0.180 0.167
H -4.454 2.102 -0.315 0.145 0.487 0.062
H -3.316 1.273 -0.889 -0.285 -0.265 0.147
H 0.354 4.335 2.367 0.113 -0.062 -0.007
H 1.274 3.385 1.618 -0.061 0.000 0.055
O -0.452 0.840 0.496 0.261 0.593 -0.100
O 0.111 -0.990 -1.441 0.355 -0.376 -0.607
O 4.033 -2.413 -0.664 0.246 -0.280 -0.754
O -0.952 -3.606 1.457 0.759 -1.894 0.873
O -0.048 4.226 -1.114 -0.175 -0.138 -0.027
O -1.814 -1.840 0.431 -0.556 1.375 -1.465
O -4.128 -0.588 -0.391 -0.528 -4.616 -0.713
O 4.818 1.075 -0.406 -0.115 0.089 -0.260
O 2.455 -1.301 1.065 -0.531 0.177 0.185
O -3.899 1.337 -0.124 0.263 4.705 0.383
O 1.194 3.869 2.447 -0.077 0.049 -0.060
```
Forces are in eV/Å.

## Properties
Total energy   -840.6867 a.u.
Energy relative to the best compared isomer or geometry (same formula, charge and spin)   507.9 kJ/mol
Highest occupied orbital energy   -9.8652 eV
HOMO-LUMO gap   9.35 eV
SMILES   O.O.O.O.O.O.O.O.O.O.O

---

Q: What is the formula in the second record?
A: C2H7N5O

---

Q: What is the HOMO-LUMO gap in the first record?
A: 6.95 eV

---

Q: Among the records above, which one has the lowest energy relative to the best compared isomer or geometry (same formula, charge and spin)?
A: C40H56F4N4O2SbSn